P | The following is a quantum chemistry calculation of a molecular structure, C4H8O2, from OMol25.

Cartesian coordinates (Å):
C1 2.14 0.35 -0.50
O1 1.36 -0.27 0.50
C2 -0.85 0.06 -0.17
C3 -2.03 -0.83 0.07
C4 0.15 0.36 0.82
O2 -0.15 1.64 0.50
H1 3.16 0.33 -0.12
H2 2.11 -0.18 -1.46
H3 1.81 1.38 -0.65
H4 -0.57 0.27 -1.19
H5 -2.14 -1.55 -0.77
H6 -1.93 -1.42 0.99
H7 -2.95 -0.25 0.11
H8 -0.09 0.12 1.86

Results
HOMO-LUMO gap (alpha / beta) = 0.3494 / 0.3494 Ha
E_LUMO (alpha / beta) = 0.3 / 0.3 eV


Q | The following is a quantum chemistry calculation of 2 unconnected molecules or ions with the total composition C4H8O2, from OMol25.

Cartesian coordinates (Å):
C1 -1.37 -0.37 1.93
C2 -1.56 0.54 0.74
O1 -1.31 1.70 0.69
O2 -2.12 -0.11 -0.31
H1 -1.58 -1.40 1.67
H2 -2.10 -0.06 2.68
H3 -0.36 -0.24 2.31
H4 -2.10 0.53 -1.03
C3 1.82 -0.65 -1.72
C4 2.31 0.45 -1.16
H5 1.37 -0.56 -2.70
H6 2.01 -1.61 -1.27
H7 2.33 1.40 -1.68
H8 2.65 0.38 -0.14

Results
HOMO-LUMO gap = 0.4028 Ha
SMILES = CC(=O)O.C=C
E_LUMO = 0.8 eV


Stability ranking, top entry: Q; the second entry is 0.1010 hartree less favorable.


P | The following is a quantum chemistry calculation of a molecular structure, C4H8O2, from OMol25.

Cartesian coordinates (Å):
C1 -0.74 -0.46 1.30
C2 0.21 0.21 0.31
O1 1.10 0.98 1.07
C3 -0.72 0.62 -1.01
O2 -0.28 -0.62 -1.59
C4 0.87 -0.62 -0.78
H1 -1.68 0.07 1.15
H2 -0.45 -0.33 2.35
H3 -0.91 -1.52 1.11
H4 1.90 1.17 0.56
H5 -0.41 1.47 -1.65
H6 -1.83 0.63 -1.00
H7 1.65 0.03 -1.23
H8 1.28 -1.62 -0.60

Results
HOMO-LUMO gap = 0.3912 Ha
E_LUMO = 0.9 eV


Q | The following is a quantum chemistry calculation of 2 unconnected molecules or ions with the total composition C4H8O2, from OMol25.

Cartesian coordinates (Å):
C1 1.95 -0.21 -1.37
O1 0.78 0.22 -1.03
C2 0.23 0.19 0.16
C3 -1.12 0.73 0.27
C4 -1.87 0.64 1.52
O2 -1.31 1.88 1.11
H1 2.19 -0.09 -2.42
H2 2.69 -0.40 -0.60
H3 1.10 -2.16 -0.64
H4 0.88 0.03 1.01
H5 0.53 -2.03 -0.15
H6 -1.67 0.78 -0.67
H7 -1.40 0.18 2.39
H8 -2.96 0.58 1.49

Results
HOMO-LUMO gap (alpha / beta) = 0.3023 / 0.3015 Ha
E_LUMO (alpha / beta) = 0.6 / 0.6 eV


Stability ranking, top entry: P; the second entry is 0.1354 hartree less favorable.